DFT (wB97M-V/def2-TZVPD) results for a single C21H28N4O4S2 molecule.

Calculated values
structure (SMILES) = Cn1c(SCC(=O)OC2CCCCC2)nnc1-c1ccc(S(=O)(=O)N2CCCC2)cc1
F_max = 1.3 eV/A
multiplicity = 1
frontier orbital gap = 8.68 eV
molar mass = 464.6 g/mol
energy relative to the best compared isomer or geometry (same formula, charge and spin) = 0.00 kcal/mol
HOMO = -8.49 eV

Element x y z (Å)
C -3.277 1.562 -1.672
N -2.820 0.358 -1.040
C -3.341 -0.209 0.082
N -2.725 -1.325 0.373
N -1.790 -1.517 -0.560
C -1.830 -0.519 -1.407
C -0.940 -0.381 -2.548
C -0.615 -1.523 -3.282
C 0.246 -1.433 -4.359
C 0.792 -0.207 -4.692
C 0.483 0.932 -3.973
C -0.385 0.849 -2.899
H -0.604 1.731 -2.317
H 0.917 1.872 -4.274
S 1.945 -0.087 -6.067
O 1.990 1.285 -6.480
O 1.606 -1.096 -7.025
N 3.463 -0.462 -5.489
C 3.672 -1.824 -5.052
H 2.957 -2.468 -5.560
H 4.682 -2.123 -5.349
C 3.537 -1.814 -3.517
H 4.306 -2.435 -3.060
H 2.565 -2.197 -3.208
C 3.689 -0.335 -3.119
H 4.501 -0.186 -2.409
H 2.770 0.036 -2.666
C 3.975 0.395 -4.444
H 3.503 1.372 -4.525
H 5.052 0.511 -4.596
H 0.485 -2.295 -4.961
H -1.047 -2.468 -2.991
S -4.641 0.501 0.992
C -4.156 -0.177 2.597
C -2.787 0.364 2.979
O -2.149 1.132 2.311
O -2.410 -0.142 4.142
C -1.117 0.247 4.644
C -1.219 1.578 5.386
C 0.135 1.948 5.983
C 0.628 0.846 6.916
C 0.723 -0.481 6.169
C -0.630 -0.859 5.571
H -0.556 -1.794 5.014
H -1.366 -0.995 6.366
H 1.054 -1.270 6.846
H 1.460 -0.394 5.368
H 1.605 1.113 7.322
H -0.066 0.742 7.753
H 0.048 2.889 6.528
H 0.858 2.092 5.177
H -1.964 1.481 6.179
H -1.553 2.354 4.694
H -0.441 0.356 3.786
H -4.117 -1.263 2.525
H -4.905 0.125 3.328
H -4.361 1.624 -1.577
H -3.003 1.547 -2.726
H -2.836 2.435 -1.187

---

DFT (wB97M-V/def2-TZVPD) results for 8 unconnected molecules or ions with the total composition C21H28NO24.

Calculated values
F_max = 15.0 eV/A
total charge = -1
multiplicity = 1
frontier orbital gap = 9.09 eV
molar mass = 678.4 g/mol
energy relative to the best compared isomer or geometry (same formula, charge and spin) = 13.49 kcal/mol
HOMO = -7.43 eV

Element x y z (Å)
N -0.586 -0.086 0.276
O -0.167 0.886 0.844
O -1.433 -0.782 0.881
O 0.324 -0.659 -0.515
C 0.391 4.261 1.239
C -0.711 4.547 0.247
O -0.368 5.864 -0.085
C 0.344 6.408 0.913
O 0.818 7.586 0.734
O 0.761 5.466 1.744
H 1.180 3.700 0.881
H -0.013 3.380 1.908
H -1.749 4.670 0.553
H -0.766 3.953 -0.548
C 0.997 1.801 -3.683
C 2.094 1.327 -2.869
O 2.761 2.543 -2.387
C 2.191 3.582 -3.109
O 2.737 4.662 -3.120
O 1.206 3.232 -3.924
H 0.069 1.765 -3.119
H 0.692 1.287 -4.636
H 2.862 0.895 -3.465
H 1.929 0.697 -1.951
C 2.358 -0.231 3.002
C 1.209 0.599 3.693
O 1.776 1.971 3.600
C 3.030 1.903 3.350
O 3.746 2.921 3.227
O 3.515 0.663 3.132
H 2.118 -0.362 1.838
H 2.596 -1.155 3.377
H 1.101 0.570 4.552
H 0.271 0.421 3.304
C 1.637 -3.523 1.747
C 0.133 -3.733 1.884
O -0.268 -4.521 0.821
C 0.904 -5.072 0.219
O 0.997 -6.045 -0.581
O 1.975 -4.436 0.737
H 2.185 -3.648 2.609
H 1.900 -2.410 1.515
H -0.314 -2.673 1.827
H -0.113 -4.411 2.801
C -4.374 1.669 2.388
C -2.814 1.808 2.448
O -2.756 3.131 3.049
C -3.821 3.870 2.810
O -3.874 5.001 3.108
O -4.822 3.076 2.313
H -4.989 1.175 3.363
H -4.649 1.185 1.366
H -2.305 1.978 1.528
H -2.205 1.060 3.060
C -2.349 -4.237 -1.387
C -3.299 -3.284 -0.517
O -4.404 -3.184 -1.393
C -4.319 -3.835 -2.613
O -5.093 -3.805 -3.474
O -3.072 -4.368 -2.608
H -1.992 -5.218 -0.748
H -1.486 -3.703 -1.632
H -3.033 -2.406 -0.309
H -3.779 -3.825 0.417
C 1.859 -2.695 -2.540
C 3.281 -2.434 -3.145
O 3.019 -1.930 -4.527
C 1.782 -1.969 -4.780
O 1.363 -1.505 -5.735
O 1.063 -2.295 -3.675
H 1.442 -2.164 -1.772
H 1.599 -3.890 -2.467
H 3.889 -3.361 -3.330
H 3.813 -1.689 -2.696

---

Question: Number 1 is which compound?
Answer: C21H28N4O4S2